Entry 1:
Density functional theory data (the ωB97M-V functional and the def2-TZVPD basis) for a cluster of 14 separate species, C62H70N14 in total at a distorted geometry.

For the gap between HOMO and LUMO, the calculation gives 7.98 eV. Its LUMO energy is 0.07 eV. The energy above the lowest of the compared OMol25 structures with the same formula, charge and spin comes out at 186.75 kJ/mol. The calculation puts the electronic energy at -3170.843496 Ha. The largest force on an atom comes out at 4.9 eV/Å. The calculation puts the HOMO energy at -7.914 eV.

Last column: Löwdin charge in e.
Element x y z (Å)
N  6.27  -1.77  -0.46  0.02
C  6.29  -2.56  0.68  -0.13
C  5.98  -3.88  0.34  -0.12
C  5.63  -3.87  -1.02  -0.12
C  5.89  -2.59  -1.45  -0.18
H  6.51  -0.79  -0.47  0.15
H  6.63  -2.12  1.60  0.10
H  5.89  -4.77  0.94  0.09
H  5.40  -4.79  -1.54  0.09
H  5.71  -2.16  -2.43  0.11
N  -2.16  -2.71  -4.01  0.02
C  -2.16  -1.89  -5.07  -0.16
C  -2.23  -2.63  -6.26  -0.11
C  -2.25  -4.00  -5.90  -0.11
C  -2.20  -3.99  -4.53  -0.16
H  -2.12  -2.38  -3.06  0.15
H  -2.08  -0.81  -4.98  0.10
H  -2.23  -2.30  -7.29  0.08
H  -2.27  -4.87  -6.55  0.09
H  -2.20  -4.83  -3.85  0.10
N  -3.55  -1.87  6.55  0.02
C  -4.05  -1.14  7.63  -0.15
C  -3.04  -0.61  8.32  -0.15
C  -1.87  -0.92  7.65  -0.11
C  -2.27  -1.62  6.51  -0.17
H  -4.14  -2.29  5.85  0.16
H  -5.11  -1.17  7.83  0.10
H  -3.09  0.10  9.13  0.10
H  -0.88  -0.76  8.03  0.09
H  -1.71  -2.05  5.69  0.11
N  -6.04  5.31  -1.84  0.00
C  -5.94  4.08  -1.29  -0.15
C  -5.18  3.27  -2.14  -0.12
C  -4.83  4.06  -3.22  -0.13
C  -5.28  5.36  -3.01  -0.11
H  -6.45  6.07  -1.32  0.15
H  -6.39  3.81  -0.35  0.10
H  -4.93  2.24  -1.94  0.09
H  -4.30  3.65  -4.06  0.09
H  -5.16  6.30  -3.52  0.10
N  -0.46  6.72  -0.85  0.00
C  0.73  6.15  -0.53  -0.18
C  1.61  7.09  -0.17  -0.11
C  0.92  8.30  -0.39  -0.12
C  -0.32  8.03  -0.90  -0.16
H  -1.30  6.19  -1.01  0.16
H  0.74  5.08  -0.45  0.11
H  2.58  6.96  0.30  0.10
H  1.39  9.24  -0.18  0.09
H  -1.12  8.67  -1.25  0.11
N  1.33  -1.58  -0.10  0.02
C  0.21  -1.80  0.63  -0.16
C  -0.66  -0.70  0.53  -0.12
C  -0.11  0.15  -0.46  -0.12
C  1.17  -0.36  -0.75  -0.13
H  2.12  -2.22  -0.13  0.15
H  0.13  -2.59  1.37  0.10
H  -1.61  -0.52  1.02  0.08
H  -0.65  1.04  -0.75  0.08
H  1.93  0.03  -1.40  0.10
N  -4.15  3.18  5.62  0.03
C  -4.13  3.49  4.31  -0.15
C  -4.35  4.88  4.11  -0.13
C  -4.60  5.38  5.31  -0.17
C  -4.48  4.39  6.29  -0.10
H  -3.92  2.31  6.09  0.14
H  -3.91  2.74  3.56  0.10
H  -4.55  5.42  3.20  0.09
H  -4.86  6.39  5.57  0.10
H  -4.62  4.45  7.36  0.09
N  3.64  -3.27  -7.23  0.00
C  2.98  -2.49  -6.31  -0.14
C  3.59  -1.28  -6.31  -0.14
C  4.66  -1.32  -7.20  -0.12
C  4.65  -2.55  -7.83  -0.12
H  3.50  -4.25  -7.44  0.14
H  2.17  -2.85  -5.69  0.11
H  3.36  -0.42  -5.70  0.09
H  5.45  -0.59  -7.31  0.09
H  5.39  -3.03  -8.46  0.10
N  6.49  2.75  -2.91  0.04
C  5.80  3.91  -2.63  -0.13
C  5.91  5.10  -3.36  -0.08
C  6.88  5.13  -4.33  -0.09
C  7.60  3.98  -4.65  -0.07
C  7.44  2.81  -3.87  -0.15
H  5.05  3.89  -1.85  0.09
H  5.27  5.92  -3.09  0.10
H  7.05  6.01  -4.94  0.10
H  8.18  4.03  -5.56  0.10
H  7.91  1.89  -4.18  0.10
N  -1.02  -7.28  0.80  0.04
C  0.09  -7.29  0.00  -0.14
C  0.93  -8.38  0.05  -0.07
C  0.60  -9.51  0.88  -0.06
C  -0.58  -9.48  1.60  -0.10
C  -1.38  -8.38  1.52  -0.15
H  0.32  -6.43  -0.61  0.10
H  1.87  -8.27  -0.46  0.09
H  1.21  -10.41  0.90  0.10
H  -0.95  -10.34  2.15  0.10
H  -2.26  -8.19  2.12  0.10
N  -1.52  4.71  -8.42  0.04
C  -1.10  3.43  -8.25  -0.15
C  -0.38  3.05  -7.12  -0.08
C  -0.20  3.96  -6.07  -0.08
C  -0.82  5.20  -6.15  -0.07
C  -1.46  5.54  -7.36  -0.14
H  -1.34  2.82  -9.10  0.10
H  0.02  2.05  -7.21  0.10
H  0.36  3.59  -5.22  0.10
H  -0.70  5.94  -5.36  0.09
H  -1.91  6.51  -7.49  0.09
N  2.70  -4.62  5.33  0.04
C  2.79  -5.88  5.05  -0.21
C  2.39  -6.87  5.93  -0.06
C  1.92  -6.48  7.20  -0.07
C  1.80  -5.13  7.54  -0.08
C  2.22  -4.20  6.57  -0.10
H  3.15  -6.13  4.07  0.10
H  2.45  -7.90  5.60  0.10
H  1.56  -7.11  8.01  0.10
H  1.37  -4.77  8.47  0.10
H  2.09  -3.14  6.69  0.09
N  -6.11  -2.36  1.91  0.04
C  -5.96  -3.08  0.76  -0.14
C  -6.47  -2.66  -0.47  -0.08
C  -7.22  -1.50  -0.53  -0.10
C  -7.40  -0.72  0.61  -0.07
C  -6.78  -1.17  1.80  -0.14
H  -5.39  -4.00  0.79  0.10
H  -6.26  -3.26  -1.34  0.10
H  -7.50  -1.12  -1.50  0.10
H  -7.95  0.21  0.51  0.10
H  -6.77  -0.52  2.67  0.09
N  3.39  2.61  7.04  0.03
C  3.50  1.51  6.24  -0.14
C  2.71  1.38  5.06  -0.06
C  1.85  2.44  4.79  -0.13
C  1.73  3.54  5.57  -0.09
C  2.51  3.64  6.76  -0.10
H  4.17  0.73  6.55  0.09
H  2.68  0.59  4.33  0.10
H  1.23  2.31  3.92  0.10
H  1.14  4.33  5.13  0.10
H  2.60  4.51  7.40  0.09

=====

Entry 2:
Density functional theory data (the ωB97M-V functional and the def2-TZVPD basis) for a cluster of 14 separate species, C62H72Cl4F8N4O4 in total at a distorted geometry.

For the gap between HOMO and LUMO (alpha / beta), the calculation gives 7.29 / 2.57 eV. Its LUMO energy (alpha / beta) is -3.54 / -8.27 eV. The calculation puts the electronic energy at -5565.062071 Ha. The net charge is +1. The largest force on an atom comes out at 4.2 eV/Å. The calculation puts the HOMO energy (alpha / beta) at -10.837 / -10.837 eV. As for the spin multiplicity: 2.

Last column: Löwdin spin population.
Element x y z (Å)
C  3.99  -0.61  0.48  0.00
C  5.27  -0.39  -0.32  0.00
O  5.30  0.45  -1.18  0.00
N  6.34  -1.11  0.05  0.00
C  7.72  -1.04  -0.46  0.00
H  3.63  0.34  0.87  0.00
H  4.14  -1.27  1.34  0.00
H  3.29  -1.07  -0.21  0.00
H  6.27  -1.77  0.82  0.00
H  8.20  -1.99  -0.70  0.00
H  8.26  -0.61  0.38  0.00
H  7.80  -0.38  -1.32  0.00
C  0.87  -0.79  -1.76  0.00
C  0.39  0.23  -0.75  0.00
O  0.08  1.32  -1.25  0.00
N  0.18  -0.06  0.52  0.00
C  -0.51  0.91  1.42  0.00
H  1.39  -1.66  -1.36  0.00
H  1.49  -0.22  -2.46  0.00
H  -0.01  -1.13  -2.29  0.00
H  0.43  -0.94  0.96  0.00
H  0.24  1.64  1.73  0.00
H  -0.72  0.40  2.36  0.00
H  -1.36  1.54  1.16  0.00
C  2.06  -4.96  1.21  0.00
C  1.06  -3.90  0.78  0.00
O  1.11  -2.71  1.18  0.00
N  0.06  -4.40  0.11  0.00
C  -1.13  -3.74  -0.44  0.00
H  2.46  -5.50  0.35  0.00
H  1.48  -5.76  1.69  0.00
H  2.91  -4.61  1.79  0.00
H  0.18  -5.38  -0.10  0.00
H  -1.99  -4.25  0.01  0.00
H  -1.07  -3.86  -1.52  0.00
H  -1.23  -2.68  -0.22  0.00
C  0.87  -0.26  -5.47  0.00
C  0.62  -0.32  -6.94  0.00
O  1.49  -0.69  -7.73  0.00
N  -0.64  -0.01  -7.34  0.00
C  -1.15  -0.01  -8.67  0.00
H  1.54  -1.10  -5.28  0.00
H  -0.02  -0.45  -4.88  0.00
H  1.27  0.71  -5.21  0.00
H  -1.31  0.27  -6.64  0.00
H  -2.11  0.51  -8.66  0.00
H  -1.45  -1.02  -8.97  0.00
H  -0.42  0.39  -9.37  0.00
C  -2.87  2.48  -1.86  0.00
Cl  -3.98  1.44  -0.97  0.00
Cl  -3.56  4.11  -2.14  0.02
H  -1.91  2.60  -1.35  0.00
H  -2.64  1.92  -2.76  0.00
C  5.56  -0.83  -4.49  0.00
Cl  5.48  -2.48  -5.18  0.00
Cl  3.94  -0.29  -3.99  0.00
H  6.24  -0.92  -3.64  0.00
H  6.00  -0.19  -5.26  0.00
F  -4.35  -1.21  -2.65  0.00
C  -4.07  -2.30  -3.40  0.00
C  -4.97  -3.42  -3.56  0.00
C  -4.59  -4.51  -4.32  0.00
C  -3.35  -4.52  -4.97  0.00
C  -2.43  -3.46  -4.81  0.00
C  -2.84  -2.32  -4.11  0.00
H  -5.90  -3.40  -3.01  0.00
H  -5.26  -5.36  -4.28  0.00
H  -3.07  -5.44  -5.45  0.00
H  -1.44  -3.53  -5.24  0.00
H  -2.19  -1.48  -3.96  0.00
F  -3.64  7.75  2.92  0.10
C  -2.88  6.91  2.13  0.24
C  -1.70  7.41  1.58  0.12
C  -0.93  6.54  0.78  0.05
C  -1.35  5.26  0.56  0.28
C  -2.50  4.76  1.11  0.11
C  -3.30  5.62  1.88  0.04
H  -1.42  8.44  1.76  0.00
H  -0.01  6.94  0.38  0.00
H  -0.77  4.59  -0.06  0.01
H  -2.87  3.77  0.91  0.00
H  -4.24  5.28  2.30  0.00
F  1.55  6.48  -2.54  0.00
C  0.97  5.53  -3.32  0.00
C  1.11  4.19  -3.02  0.00
C  0.57  3.27  -3.92  0.00
C  -0.25  3.71  -4.96  0.00
C  -0.48  5.13  -5.14  0.00
C  0.17  6.04  -4.30  0.00
H  1.65  3.87  -2.14  0.00
H  0.73  2.24  -3.66  0.00
H  -0.72  2.94  -5.53  0.00
H  -1.21  5.43  -5.87  0.00
H  0.20  7.11  -4.43  0.00
F  -4.70  -3.33  4.91  0.00
C  -4.16  -2.71  3.84  0.00
C  -2.78  -2.68  3.60  0.00
C  -2.27  -2.22  2.38  0.00
C  -3.14  -1.70  1.45  0.00
C  -4.50  -1.75  1.67  0.00
C  -4.99  -2.36  2.83  0.00
H  -2.12  -3.03  4.38  0.00
H  -1.21  -2.15  2.14  0.00
H  -2.75  -1.26  0.54  0.00
H  -5.23  -1.37  0.97  0.00
H  -6.03  -2.40  3.13  0.00
F  6.15  -7.71  -0.70  0.00
C  5.44  -6.60  -1.05  0.00
C  5.62  -5.41  -0.28  0.00
C  4.97  -4.25  -0.69  0.00
C  4.13  -4.25  -1.82  0.00
C  4.00  -5.40  -2.57  0.00
C  4.68  -6.56  -2.24  0.00
H  6.20  -5.40  0.63  0.00
H  5.32  -3.41  -0.11  0.00
H  3.63  -3.34  -2.12  0.00
H  3.31  -5.43  -3.41  0.00
H  4.63  -7.46  -2.85  0.00
F  -1.00  -1.12  5.62  0.00
C  0.37  -1.14  5.67  0.00
C  1.05  -0.84  6.84  0.00
C  2.43  -0.79  6.81  0.00
C  3.14  -1.14  5.57  0.00
C  2.42  -1.39  4.44  0.00
C  1.05  -1.28  4.48  0.00
H  0.48  -0.58  7.72  0.00
H  2.92  -0.64  7.76  0.00
H  4.21  -1.29  5.58  0.00
H  2.86  -1.63  3.49  0.00
H  0.45  -1.32  3.58  0.00
F  -3.33  1.40  3.32  0.00
C  -4.25  1.83  4.28  0.00
C  -5.03  0.89  4.95  0.00
C  -6.03  1.31  5.83  0.00
C  -6.19  2.67  6.08  0.00
C  -5.37  3.57  5.43  0.00
C  -4.45  3.14  4.49  0.00
H  -4.97  -0.16  4.70  0.00
H  -6.69  0.61  6.31  0.00
H  -6.99  3.03  6.72  0.00
H  -5.53  4.63  5.55  0.00
H  -3.87  3.91  4.01  0.00
F  2.90  3.33  3.58  0.00
C  1.65  3.48  4.01  0.00
C  0.94  2.43  4.48  0.00
C  -0.41  2.61  4.86  0.01
C  -0.97  3.91  4.79  0.00
C  -0.27  4.97  4.23  0.01
C  1.06  4.73  3.82  0.01
H  1.46  1.49  4.59  0.00
H  -0.94  1.81  5.36  0.00
H  -2.00  4.06  5.08  0.00
H  -0.71  5.95  4.13  0.00
H  1.70  5.55  3.51  0.00

=====

> Which of these has the lowest electronic energy?

C62H72Cl4F8N4O4

=====

> The lowest electronic energy belongs to which entry?

C62H72Cl4F8N4O4

=====

> Look up the electronic energy of the second one.

-5565.062071 Ha